ORCA calculation (the ωB97M-V functional and the def2-TZVPD basis) on a cluster of 10 separate species, C48H54F6O6 in total.

Geometry (Å):
F: -6.33 -0.05 -1.46
F: 4.13 2.62 0.45
F: -3.42 6.19 -0.32
F: 1.89 1.11 -0.56
F: -0.96 1.65 -4.30
F: 0.50 -3.81 -4.18
O: 0.94 3.50 4.17
O: -2.01 -1.08 -4.56
O: 1.73 -7.17 2.02
O: 2.25 -4.06 6.05
O: 2.31 -1.94 6.68
O: 2.06 -2.48 4.57
C: 1.01 0.10 -0.43
C: 0.09 4.93 -3.20
C: 5.20 4.45 1.41
C: 2.26 -2.82 5.68
C: -2.97 4.95 0.03
C: -2.03 2.41 0.86
C: -3.23 -0.51 -6.55
C: 5.08 5.55 2.19
C: 0.14 -0.14 -1.50
C: 1.37 -2.73 -3.88
C: -0.33 3.59 -3.18
C: -0.55 2.92 -4.38
C: 1.17 -1.50 -4.52
C: 1.99 -5.88 0.04
C: 0.23 1.25 4.20
C: 3.12 -0.70 -3.23
C: 3.88 5.94 2.71
C: 0.01 4.83 -5.62
C: -3.90 0.36 -4.22
C: 2.85 4.08 1.69
C: 2.38 -2.96 -2.96
C: -0.22 3.47 -5.59
C: -1.61 3.58 1.46
C: 0.23 5.57 -4.46
C: 2.62 2.00 5.02
C: 0.03 -1.63 0.82
C: 2.48 -2.29 8.06
C: 3.24 -1.94 -2.61
C: 1.83 -7.15 0.83
C: -5.28 -1.95 1.53
C: -3.46 3.78 -0.51
C: 1.00 -0.65 0.70
C: 4.07 3.73 1.19
C: -0.81 -2.01 -0.23
C: 1.78 -8.40 0.02
C: -0.76 -1.18 -1.42
C: -2.03 4.85 1.06
C: -5.65 -0.85 0.75
C: -5.63 -3.35 -0.41
C: -2.95 -0.53 -5.08
C: -3.04 2.55 -0.12
C: -5.94 -1.05 -0.62
C: -5.27 -3.24 0.93
C: 1.27 2.36 4.50
C: 1.92 -4.98 5.02
C: 2.75 5.21 2.46
C: -6.03 -2.27 -1.17
C: 2.07 -0.50 -4.14
H: 5.96 6.16 2.35
H: 1.09 -4.65 4.50
H: 0.57 6.61 -4.43
H: 2.46 -3.99 -2.57
H: 1.85 -3.08 8.34
H: 0.53 0.81 3.25
H: 4.00 -2.16 -1.90
H: 0.11 5.31 -6.62
H: 3.77 6.90 3.25
H: -0.76 1.70 4.14
H: 0.31 -1.39 -5.09
H: -6.25 -2.40 -2.19
H: 0.08 0.46 -2.43
H: 0.93 -8.36 -0.66
H: 1.80 5.63 2.70
H: 2.37 -5.06 0.66
H: -4.29 -0.47 -6.82
H: -4.91 0.35 -4.52
H: 3.80 0.12 -2.98
H: 1.97 3.50 1.39
H: -3.55 1.33 -4.52
H: -0.27 2.95 -6.50
H: 6.15 4.06 1.17
H: 1.69 -5.94 5.45
H: -4.98 -1.79 2.61
H: 1.63 -0.38 1.53
H: -1.70 5.75 1.58
H: -2.90 0.45 -6.97
H: 2.52 -5.97 -0.91
H: 3.26 2.83 4.88
H: -1.59 1.44 1.05
H: 3.52 -2.43 8.38
H: -5.64 -4.36 -0.91
H: 2.03 0.45 -4.65
H: -0.52 2.97 -2.28
H: 0.98 -5.65 -0.22
H: -4.11 3.93 -1.40
H: -3.62 1.76 -0.56
H: -1.46 -1.45 -2.26
H: 2.75 -8.49 -0.49
H: -0.87 3.53 2.26
H: 2.15 -1.44 8.74
H: -2.63 -1.16 -7.18
H: 2.74 -4.92 4.38
H: -4.95 -4.12 1.46
H: -3.78 0.11 -3.18
H: -0.09 -2.07 1.79
H: 0.34 0.47 4.91
H: 2.50 1.69 6.03
H: 2.91 1.11 4.39
H: 0.32 5.53 -2.34
H: 1.68 -9.25 0.70
H: -5.86 0.09 1.16
H: -1.53 -2.84 -0.14

Summary:
- HOMO-LUMO gap (eV) = 9.230
- lowest unoccupied orbital energy (eV) = 0.6
- strongest force on any atom (hartree/bohr) = 0.059
- molecular weight (g mol⁻¹) = 840.94

---

ORCA calculation (the ωB97M-V functional and the def2-TZVPD basis) on a structure of composition C29H33As2KN6O5S2.

Geometry (Å):
As: -2.34 0.32 -1.09
As: -0.76 -2.42 -2.42
K: -1.36 -1.31 1.51
S: -2.90 -3.60 0.70
S: -1.47 1.13 3.82
O: -4.00 -3.02 1.50
O: -2.53 -2.57 -0.36
O: 5.05 -1.19 3.92
O: -1.70 -3.76 1.58
O: -3.24 -4.87 0.05
N: 1.15 1.41 -0.83
N: 5.37 -3.39 3.53
N: -3.03 3.27 3.53
N: -0.53 2.23 1.27
N: 1.71 -1.37 1.30
N: -1.45 3.04 1.91
C: 1.93 4.84 1.23
C: 3.79 -2.20 2.16
C: 3.94 -3.01 1.04
C: 2.97 -2.98 0.05
C: -3.99 0.31 -0.03
C: -3.04 -0.59 -2.69
C: 3.31 0.48 -1.26
C: 3.80 1.02 -0.09
C: -1.10 -4.34 -2.44
C: -2.50 2.17 -1.77
C: 1.98 0.70 -1.58
C: -4.19 -0.12 -3.32
C: 1.62 1.92 0.32
C: 2.65 -1.39 2.23
C: 1.44 5.12 3.94
C: 4.77 -2.18 3.27
C: -1.98 2.52 2.97
C: 0.66 2.68 1.18
C: -4.09 -1.87 -4.95
C: 1.87 -2.15 0.23
C: 2.95 1.75 0.72
C: -4.72 -0.74 -4.44
C: 2.17 6.09 3.27
C: -2.94 -2.34 -4.34
C: 2.41 5.95 1.91
C: 0.94 4.02 3.27
C: 1.18 3.87 1.90
C: -2.41 -1.72 -3.22
C: 0.30 -2.42 -4.14
H: 2.98 6.70 1.37
H: 4.81 -3.64 0.93
H: 2.12 4.72 0.17
H: 0.39 -1.39 -4.50
H: -0.15 -4.85 -2.26
H: 4.83 0.85 0.21
H: -4.20 -0.71 0.31
H: -3.54 2.47 -1.92
H: -2.05 2.83 -1.02
H: -1.48 -4.66 -3.42
H: -0.15 -3.03 -4.92
H: 5.90 -3.43 4.38
H: -4.70 0.75 -2.92
H: -4.50 -2.38 -5.82
H: -1.81 -4.58 -1.65
H: 1.25 5.23 5.00
H: 1.55 0.29 -2.49
H: -3.84 0.96 0.83
H: -2.46 -3.23 -4.75
H: -1.95 2.27 -2.70
H: 0.38 3.25 3.78
H: -3.55 3.77 2.83
H: -5.63 -0.36 -4.90
H: 3.05 -3.59 -0.84
H: 1.08 -2.11 -0.51
H: 3.93 -0.12 -1.92
H: 3.28 2.17 1.65
H: -4.83 0.68 -0.62
H: 1.30 -2.80 -3.93
H: 4.89 -4.23 3.25
H: -3.60 2.69 4.13
H: 2.50 -0.75 3.09
H: 2.55 6.95 3.80

Summary:
- energy above the lowest of the compared OMol25 structures with the same formula, charge and spin (kcal/mol) = 24.4
- HOMO-LUMO gap (eV) = 5.970
- lowest unoccupied orbital energy (eV) = 3.8
- total charge = -2
- strongest force on any atom (hartree/bohr) = 0.021
- molecular weight (g mol⁻¹) = 798.70

---

ORCA calculation (the ωB97M-V functional and the def2-TZVPD basis) on a cluster of 2 separate species, C11H7Cl2N2O4 in total.

Geometry (Å):
Cl: 4.46 -1.45 2.48
Cl: 1.14 -1.78 -2.79
O: 1.55 -2.03 2.20
O: 4.05 -1.32 -2.54
O: 1.04 1.71 0.10
O: -3.14 3.46 0.17
N: -1.09 2.50 0.14
N: -0.71 0.20 0.03
C: 1.99 -1.59 -1.32
C: -4.44 0.82 0.15
C: -2.97 1.06 0.14
C: 1.37 -1.58 -0.12
C: -0.16 1.46 0.09
C: 3.48 -1.40 -1.46
C: 2.10 -1.72 1.15
C: 4.18 -1.32 -0.17
C: -2.02 0.05 0.10
C: 3.58 -1.47 1.03
C: -2.47 2.43 0.15
H: -2.34 -1.00 0.13
H: 5.26 -1.17 -0.20
H: -0.68 3.42 0.16
H: -4.95 1.79 0.16
H: 0.30 -1.56 -0.08
H: -4.76 0.25 1.04
H: -4.77 0.25 -0.73

Summary:
- energy above the lowest of the compared OMol25 structures with the same formula, charge and spin (kcal/mol) = 0.0
- HOMO-LUMO gap (eV) = 4.974
- lowest unoccupied orbital energy (eV) = 0.9
- total charge = -1
- strongest force on any atom (hartree/bohr) = 0.039
- molecular weight (g mol⁻¹) = 302.09

---

ORCA calculation (the ωB97M-V functional and the def2-TZVPD basis) on a cluster of 7 separate species, H14O6S in total.

Geometry (Å):
S: -2.72 -2.04 1.98
O: 2.28 1.38 0.23
O: -0.49 2.45 1.04
O: -0.76 -1.93 -0.91
O: -1.38 0.68 -0.88
O: 1.06 1.10 -2.29
O: 1.54 -1.19 0.61
H: 0.97 -1.23 1.45
H: -0.63 2.85 1.92
H: 2.11 0.36 0.27
H: 3.33 1.48 0.18
H: 1.61 1.42 -1.56
H: 0.43 1.98 1.29
H: -3.20 -2.87 1.02
H: 1.69 0.76 -2.95
H: -1.10 -1.07 -0.55
H: 0.95 -1.53 -0.10
H: -1.09 -2.01 -1.79
H: -0.69 0.98 -1.50
H: -2.72 -3.04 2.86
H: -1.22 1.48 -0.33

Summary:
- 2S+1 = 2
- energy above the lowest of the compared OMol25 structures with the same formula, charge and spin (kcal/mol) = 11.2
- HOMO-LUMO gap (alpha / beta) (eV) = 9.564 / 3.622
- lowest unoccupied orbital energy (alpha / beta) (eV) = -4.4 / -10.3
- total charge = +1
- <S²> = 0.754
- strongest force on any atom (hartree/bohr) = 0.084
- molecular weight (g mol⁻¹) = 142.17

---

ORCA calculation (the ωB97M-V functional and the def2-TZVPD basis) on an isolated molecule of C3H8N2O2.

Geometry (Å):
O: 0.01 -0.24 2.92
O: -1.23 1.44 -1.20
N: -0.40 0.46 0.77
N: -0.21 -1.07 -2.38
C: -0.47 0.60 -0.61
C: 0.32 -0.45 -1.22
C: 0.74 0.35 1.81
H: -0.87 -0.46 2.51
H: 1.56 -0.27 1.48
H: 0.64 -1.09 -0.46
H: -0.13 -0.59 -3.25
H: -1.06 -1.45 -2.20
H: 1.31 0.21 -1.46
H: 0.92 1.47 2.05
H: -1.12 1.08 1.23

Summary:
- energy above the lowest of the compared OMol25 structures with the same formula, charge and spin (kcal/mol) = 62.9
- HOMO-LUMO gap (eV) = 10.234
- lowest unoccupied orbital energy (eV) = 0.8
- strongest force on any atom (hartree/bohr) = 0.104
- molecular weight (g mol⁻¹) = 104.11

---

ORCA calculation (the ωB97M-V functional and the def2-TZVPD basis) on a cluster of 2 separate species, ClH2NO2S in total.

Geometry (Å):
Cl: 2.60 0.84 0.51
S: 1.48 -0.62 -0.27
O: -0.60 0.70 -1.18
O: 0.48 -1.01 0.70
N: -1.37 0.31 -0.19
H: -1.63 -0.56 -0.36
H: -0.97 0.34 0.80

Summary:
- 2S+1 = 3
- energy above the lowest of the compared OMol25 structures with the same formula, charge and spin (kcal/mol) = 0.0
- HOMO-LUMO gap (alpha / beta) (eV) = 8.764 / 8.470
- lowest unoccupied orbital energy (alpha / beta) (eV) = 0.3 / -1.9
- <S²> = 2.008
- strongest force on any atom (hartree/bohr) = 0.106
- molecular weight (g mol⁻¹) = 115.54

---

ORCA calculation (the ωB97M-V functional and the def2-TZVPD basis) on an isolated molecule of C4H9NO.

Geometry (Å):
O: 2.12 0.04 -0.88
N: -0.40 0.41 0.66
C: -2.31 0.07 -0.58
C: 2.05 -0.12 0.52
C: 0.74 0.25 1.16
C: -0.85 -0.31 -0.52
H: -2.86 -0.40 -1.39
H: -2.40 1.16 -0.62
H: 2.76 0.54 1.04
H: 0.79 0.41 2.23
H: 2.34 -1.15 0.74
H: -0.27 -0.22 -1.45
H: -2.73 -0.23 0.39
H: -0.76 -1.36 -0.22
H: 1.77 0.91 -1.10

Summary:
- energy above the lowest of the compared OMol25 structures with the same formula, charge and spin (kcal/mol) = 53.9
- HOMO-LUMO gap (eV) = 10.033
- lowest unoccupied orbital energy (eV) = 0.9
- strongest force on any atom (hartree/bohr) = 0.018
- molecular weight (g mol⁻¹) = 87.12

---

ORCA calculation (the ωB97M-V functional and the def2-TZVPD basis) on a cluster of 10 separate species, C5H33N2O9 in total.

Geometry (Å):
O: -1.82 -1.32 -3.65
O: 3.15 -0.49 0.32
O: -1.79 2.87 -2.64
O: -2.77 -1.45 2.19
O: -0.89 -2.98 1.89
O: 1.90 -1.08 -3.14
O: 0.72 2.32 -2.10
O: 1.65 -3.14 1.65
O: 1.23 -2.94 -1.05
N: -0.95 1.38 1.18
N: -1.14 -1.52 -0.59
C: -1.48 -0.06 -0.69
C: -0.08 2.49 1.75
C: -0.40 0.85 -0.12
C: -0.26 2.50 3.29
C: 1.41 2.58 1.22
H: 0.12 -2.70 1.96
H: -2.45 0.04 -0.12
H: -0.69 3.31 1.35
H: -3.14 -2.27 1.85
H: -2.44 -1.14 -4.35
H: 2.25 -3.71 2.13
H: 3.94 0.03 0.48
H: -0.81 -3.56 2.68
H: -2.27 3.37 -1.96
H: -1.04 -1.85 -3.76
H: 1.35 2.61 0.15
H: -1.05 -1.87 0.42
H: 2.40 -0.27 -3.29
H: 2.05 1.77 1.65
H: 1.19 -3.34 -0.19
H: 0.25 3.16 -1.95
H: -1.75 -2.17 -1.09
H: -0.42 1.75 -0.76
H: -0.05 3.53 3.58
H: -1.23 2.38 3.76
H: -1.94 1.94 -2.27
H: 2.00 -2.23 1.73
H: -0.26 -1.79 -1.07
H: 2.13 -2.82 -1.39
H: -0.79 0.65 1.90
H: 0.77 2.45 -3.08
H: -1.90 -1.62 2.53
H: 0.57 0.33 -0.18
H: 0.96 -0.89 -3.14
H: 1.72 3.52 1.58
H: 3.23 -0.75 -0.61
H: -1.69 0.22 -1.74
H: 0.56 1.90 3.68

Summary:
- energy above the lowest of the compared OMol25 structures with the same formula, charge and spin (kcal/mol) = 96.7
- HOMO-LUMO gap (eV) = 9.032
- lowest unoccupied orbital energy (eV) = -2.8
- total charge = +1
- strongest force on any atom (hartree/bohr) = 0.081
- molecular weight (g mol⁻¹) = 265.32

---

Question: Among the records above, which one has the highest molecular weight?
Answer: C48H54F6O6

---

What did the eighth record say?
ORCA calculation (the ωB97M-V functional and the def2-TZVPD basis) on a cluster of 10 separate species, C5H33N2O9 in total.

Geometry (Å):
O: -1.82 -1.32 -3.65
O: 3.15 -0.49 0.32
O: -1.79 2.87 -2.64
O: -2.77 -1.45 2.19
O: -0.89 -2.98 1.89
O: 1.90 -1.08 -3.14
O: 0.72 2.32 -2.10
O: 1.65 -3.14 1.65
O: 1.23 -2.94 -1.05
N: -0.95 1.38 1.18
N: -1.14 -1.52 -0.59
C: -1.48 -0.06 -0.69
C: -0.08 2.49 1.75
C: -0.40 0.85 -0.12
C: -0.26 2.50 3.29
C: 1.41 2.58 1.22
H: 0.12 -2.70 1.96
H: -2.45 0.04 -0.12
H: -0.69 3.31 1.35
H: -3.14 -2.27 1.85
H: -2.44 -1.14 -4.35
H: 2.25 -3.71 2.13
H: 3.94 0.03 0.48
H: -0.81 -3.56 2.68
H: -2.27 3.37 -1.96
H: -1.04 -1.85 -3.76
H: 1.35 2.61 0.15
H: -1.05 -1.87 0.42
H: 2.40 -0.27 -3.29
H: 2.05 1.77 1.65
H: 1.19 -3.34 -0.19
H: 0.25 3.16 -1.95
H: -1.75 -2.17 -1.09
H: -0.42 1.75 -0.76
H: -0.05 3.53 3.58
H: -1.23 2.38 3.76
H: -1.94 1.94 -2.27
H: 2.00 -2.23 1.73
H: -0.26 -1.79 -1.07
H: 2.13 -2.82 -1.39
H: -0.79 0.65 1.90
H: 0.77 2.45 -3.08
H: -1.90 -1.62 2.53
H: 0.57 0.33 -0.18
H: 0.96 -0.89 -3.14
H: 1.72 3.52 1.58
H: 3.23 -0.75 -0.61
H: -1.69 0.22 -1.74
H: 0.56 1.90 3.68

Summary:
- energy above the lowest of the compared OMol25 structures with the same formula, charge and spin (kcal/mol) = 96.7
- HOMO-LUMO gap (eV) = 9.032
- lowest unoccupied orbital energy (eV) = -2.8
- total charge = +1
- strongest force on any atom (hartree/bohr) = 0.081
- molecular weight (g mol⁻¹) = 265.32

---

Question: What is the molecular weight in the eighth record?
Answer: 265.32 g mol⁻¹